Molecular formula: C19H28ClHfN3O4S2
Method: DFT, ωB97M-V with the def2-TZVPD basis set

The calculation puts the maximum force at 0.01645 hartree/bohr. As for the charge: +2. The calculation puts the energy above the lowest of the compared OMol25 structures with the same formula, charge and spin at 27.2 kJ/mol. The gap between HOMO and LUMO is 7.301 eV. The multiplicity is 1.

Structure (XYZ):
```
58
Properties=species:S:1:pos:R:3:forces:R:3
Hf -0.010 -0.876 -0.151 0.3 0.5 -0.1
C 0.128 4.494 0.587 0.0 0.0 0.0
C 0.635 3.280 -0.134 0.0 0.0 -0.1
C 0.443 3.149 -1.518 0.0 0.0 0.0
C 0.933 2.066 -2.215 0.0 -0.1 0.0
C 1.651 1.068 -1.547 -0.1 0.1 -0.2
C 1.839 1.172 -0.169 0.1 0.0 0.1
C 1.335 2.285 0.526 0.0 -0.1 -0.1
H -0.923 4.675 0.356 0.0 0.0 0.0
H 0.682 5.381 0.279 0.0 0.0 0.0
H 0.236 4.396 1.667 0.0 0.0 0.0
H -0.094 3.923 -2.052 0.0 0.0 0.0
H 0.783 1.995 -3.283 0.0 0.0 0.0
H 2.110 0.271 -2.117 0.0 0.0 0.1
H 2.523 0.492 0.333 0.0 0.0 0.0
H 1.555 2.402 1.583 0.0 0.0 0.0
N -4.489 -1.139 3.875 0.0 0.0 0.1
C -3.884 -0.598 2.571 -0.1 0.0 0.1
C -2.741 0.365 2.864 0.0 0.1 0.0
C -1.353 -0.277 3.072 0.1 0.0 0.0
N -0.395 0.163 2.012 0.0 0.0 0.1
C -1.402 -1.799 3.138 0.0 0.0 0.0
C -2.184 -2.466 2.010 -0.1 -0.1 0.0
N -1.359 -2.580 0.777 0.2 0.0 -0.2
C -3.496 -1.739 1.649 0.0 0.1 0.0
H -4.810 -0.378 4.478 0.0 0.0 0.0
H -3.824 -1.696 4.416 0.0 0.0 0.0
H -5.298 -1.735 3.680 0.0 0.0 0.0
H -4.714 -0.046 2.129 0.0 0.0 0.0
H -2.992 0.996 3.720 0.0 0.0 0.0
H -2.710 1.036 2.004 0.0 0.0 0.0
H -0.957 0.080 4.024 0.0 0.0 0.0
H 0.540 0.086 2.413 0.0 0.0 0.0
H -0.515 1.161 1.838 0.0 0.0 0.0
H -1.833 -2.095 4.101 0.0 0.0 0.0
H -0.388 -2.205 3.172 0.0 0.0 0.0
H -2.421 -3.483 2.332 0.0 0.0 0.0
H -1.961 -2.854 0.001 0.0 0.0 0.0
H -0.694 -3.353 0.868 -0.1 0.0 0.1
H -4.319 -2.451 1.549 0.0 0.0 0.0
H -3.379 -1.261 0.673 0.0 0.0 0.0
S -0.552 -1.703 -2.371 -0.2 0.2 0.1
C -2.015 -0.840 -2.887 0.1 -0.1 -0.1
C -2.596 -1.194 -4.102 0.0 0.0 0.0
C -3.705 -0.508 -4.568 0.0 0.0 0.0
C -4.240 0.539 -3.828 0.0 0.0 0.0
C -3.668 0.897 -2.618 0.0 0.0 0.0
C -2.556 0.208 -2.145 0.0 0.1 0.0
S -1.864 0.669 -0.576 -0.2 -0.1 0.0
H -2.171 -2.004 -4.680 0.0 0.0 0.0
H -4.149 -0.789 -5.513 0.0 0.0 0.0
H -5.098 1.083 -4.198 0.0 0.0 0.0
H -4.073 1.720 -2.043 0.0 0.0 0.0
O 3.498 -2.830 0.666 0.0 0.0 0.0
Cl 2.154 -2.678 0.339 0.0 0.8 0.0
O 1.954 -1.807 -0.869 -0.1 -0.7 0.3
O 1.421 -3.877 0.187 0.0 -0.2 0.0
O 1.422 -1.806 1.359 0.1 -0.5 -0.2
```
Positions in Å, forces in eV/Å.

Atom-resolved charges from Löwdin, all expressed in e: Hf 1.21; C -0.03; C -0.27; C -0.02; C -0.05; C -0.15; C -0.18; C -0.07; H 0.09; H 0.10; H 0.08; H 0.13; H 0.13; H 0.11; H 0.11; H 0.12; N 0.25; C -0.25; C -0.09; C -0.30; N -0.04; C -0.10; C -0.30; N -0.02; C -0.09; H 0.18; H 0.16; H 0.18; H 0.17; H 0.13; H 0.08; H 0.15; H 0.10; H 0.07; H 0.12; H 0.13; H 0.15; H 0.10; H 0.09; H 0.14; H 0.09; S 0.68; C -0.65; C -0.10; C -0.06; C -0.06; C -0.11; C -0.64; S 0.65; H 0.11; H 0.12; H 0.12; H 0.10; O -0.16; Cl 0.76; O -0.46; O -0.24; O -0.46